Below is a cluster of 2 separate species, C15H19N3O2S in total, with properties calculated with wB97M-V/def2-TZVPD.

Geometry as XYZ:
```
40
Properties=species:S:1:pos:R:3:forces:R:3:lowdin_charge:R:1
C -4.21758 4.32721 -2.37971 -0.13 0.05 -0.17 -0.05
C -3.17163 3.84009 -1.42002 0.23 -0.10 0.20 -0.27
C -2.39620 4.75765 -0.70307 0.12 -0.16 0.13 -0.03
C -1.44978 4.32422 0.22193 -0.01 -0.18 -0.06 -0.05
C -1.26784 2.95294 0.42489 -0.13 0.20 -0.05 -0.28
S -0.18159 2.38771 1.72026 0.53 -0.91 -0.32 0.67
O -0.07992 3.39868 2.73901 -0.05 -0.17 -0.29 -0.29
O -0.67022 1.05819 2.08994 0.28 0.85 -0.11 -0.34
N 1.28431 2.23369 0.90501 -0.67 0.38 0.33 -0.07
C 2.31893 1.74606 1.50689 -0.82 0.21 0.90 -0.18
C 3.61719 1.80104 0.84934 0.77 0.00 -0.65 -0.21
C 4.81500 1.54650 1.55050 -0.64 -0.01 -0.47 -0.03
C 6.02942 1.55857 0.86979 -0.03 0.04 -0.28 -0.08
C 6.06560 1.83139 -0.50735 -0.41 0.12 0.23 -0.08
C 4.87991 2.15174 -1.19162 0.09 -0.12 0.39 -0.07
C 3.65941 2.14902 -0.51212 0.49 -0.24 0.04 -0.02
C -2.01256 2.02306 -0.30269 0.12 0.14 0.05 -0.05
C -2.95645 2.47213 -1.22226 0.04 0.16 0.04 -0.03
H -4.73256 3.48409 -2.84688 0.02 0.15 0.01 0.07
H -4.96585 4.94880 -1.87324 0.14 -0.13 -0.06 0.09
H -3.76993 4.94049 -3.17030 -0.07 -0.11 0.10 0.09
H -2.54923 5.82579 -0.86316 0.05 -0.25 0.07 0.12
H -0.85834 5.03694 0.79229 -0.15 -0.15 -0.06 0.12
H 2.32024 1.38570 2.54743 -0.07 0.56 -0.32 0.13
H 4.76026 1.34048 2.62006 0.10 -0.03 -0.25 0.11
H 6.95383 1.34429 1.40721 -0.24 0.07 -0.16 0.10
H 7.02020 1.81421 -1.03807 -0.32 0.02 0.16 0.10
H 4.90651 2.39464 -2.25438 0.03 -0.07 0.29 0.10
H 2.72320 2.39558 -1.01693 0.35 -0.12 0.15 0.11
H -1.86145 0.95882 -0.14239 -0.05 0.21 0.05 0.11
H -3.55018 1.75231 -1.78861 0.17 0.17 0.18 0.11
C 2.31246 -2.65700 0.47884 -0.82 0.08 -0.40 -0.12
N 1.78101 -1.31583 0.44261 1.08 -0.96 -2.27 -0.21
N 1.57318 -0.63392 1.59680 -0.42 1.63 2.09 -0.03
H 2.89839 -2.82042 -0.43315 0.00 -0.08 0.26 0.07
H 2.96457 -2.78661 1.35309 -0.10 0.12 -0.27 0.07
H 1.51513 -3.42033 0.51138 0.23 -0.14 0.20 0.07
H 1.26199 -0.98553 -0.35918 0.18 -0.25 0.41 0.12
H 1.98233 -1.09041 2.40792 -0.48 0.04 -0.33 0.10
H 0.63317 -0.22059 1.73118 0.56 -1.02 0.24 0.05
```
Positions in Å, forces in eV/Å.

Lowest unoccupied orbital energy = 0.10 eV
HOMO-LUMO gap = 6.86 eV
Structure (SMILES) = Cc1ccc(S(=O)(=O)/N=C/c2ccccc2)cc1.CNN
Energy relative to the best compared isomer or geometry (same formula, charge and spin) = 101.3 kcal per mole
E_HOMO = -6.77 eV
E_tot = -1295.82155 Ha


Below is the ion C15H19N3O3P with charge +1, with properties calculated with wB97M-V/def2-TZVPD.

Geometry as XYZ:
```
41
Properties=species:S:1:pos:R:3:forces:R:3:lowdin_charge:R:1
C 0.87041 -0.29594 4.02856 -3.17 1.95 0.63 -0.03
C -0.46919 0.39443 4.07905 4.00 -1.88 -0.35 -0.14
C -1.26050 0.94971 2.71673 -0.37 -1.48 0.88 -0.15
C -0.73305 0.12619 1.40069 -0.33 -4.43 -2.28 -0.09
C -1.19836 -1.41961 1.11338 2.52 3.75 -1.84 -0.26
P -2.38203 -2.29296 2.33228 -0.15 0.14 0.97 0.90
C -4.13444 -2.12439 1.52401 0.48 -0.66 -1.53 -0.29
O -1.97111 -3.98021 2.48697 1.10 1.90 -2.12 -0.36
N -0.50998 -1.87751 -0.15411 1.08 6.05 2.22 0.08
C 0.36243 -0.72698 -0.66622 -1.08 -0.30 1.30 -0.03
C 1.33441 -0.79580 -2.00363 1.73 0.08 -1.28 -0.10
C 2.92462 -0.47720 -1.86993 -2.54 -1.61 -4.75 0.01
C 3.65412 -0.66445 -3.31122 -3.38 -0.42 1.37 -0.02
C 2.79402 -1.10055 -4.59211 -0.03 0.23 0.75 -0.08
N 1.33908 -1.36455 -4.77158 3.79 1.94 7.03 0.03
C 0.71913 -1.19366 -3.42883 0.31 0.05 0.49 -0.08
N 0.21258 0.48549 0.27568 -1.73 -4.76 0.02 -0.03
C 0.90610 1.85212 0.12092 -0.37 0.68 0.02 -0.09
C -0.15516 2.83212 -0.71934 0.20 0.11 -0.75 -0.06
C 0.59929 4.00835 -1.58206 4.89 4.50 0.29 -0.27
O 1.64937 4.74091 -1.15204 -7.15 -5.28 -2.45 -0.01
O 0.09350 4.36032 -2.94643 0.10 -3.35 3.71 0.00
H 1.23414 -0.99013 3.15965 -0.65 2.10 1.32 0.06
H 1.62684 -0.15259 4.93995 -2.24 -0.95 -1.82 0.08
H -0.94617 0.48917 5.16927 1.14 0.64 -2.76 0.12
H -2.41003 0.68917 2.90683 2.50 0.52 -0.86 0.11
H -1.21184 2.11637 2.62526 0.30 -2.33 0.09 0.12
H -4.98157 -2.25180 2.32446 1.85 0.15 -1.62 0.07
H -4.17275 -1.06971 1.00690 0.04 -1.98 1.18 0.06
H -4.15932 -2.93236 0.66602 -0.52 1.56 1.71 0.06
H -1.08852 -4.15763 2.03128 -1.68 0.15 0.94 0.07
H -0.63881 -2.84826 -0.51333 0.57 1.42 -0.03 0.16
H 3.42530 -0.19671 -0.85031 -0.94 -0.63 -2.31 0.11
H 4.82057 -0.51174 -3.40382 -2.78 -0.37 0.10 0.11
H 3.42389 -1.24445 -5.59893 -1.56 0.40 2.51 0.13
H -0.45604 -1.41716 -3.42140 2.85 0.60 -0.02 0.12
H 1.93301 1.72217 -0.44674 -2.32 0.28 1.24 0.13
H 1.06641 2.24723 1.23098 -0.19 -0.86 -2.59 0.16
H -0.72903 2.14127 -1.50257 1.08 1.52 1.86 0.13
H -0.91622 3.37652 0.01778 1.66 -1.29 -1.70 0.15
H -0.46512 3.55480 -3.22204 0.99 1.85 0.42 0.12
```
Positions in Å, forces in eV/Å.

Lowest unoccupied orbital energy = -4.32 eV
Total charge = +1
HOMO-LUMO gap = 7.27 eV
Structure (SMILES) = C=CCc1c(P(C)O)[nH]c(-c2cccnc2)[n+]1CCC(=O)O
E_HOMO = -11.60 eV
E_tot = -1313.52875 Ha


Below is a structure of composition C15H19N3O3W, with properties calculated with wB97M-V/def2-TZVPD.

Geometry as XYZ:
```
41
Properties=species:S:1:pos:R:3:forces:R:3:lowdin_charge:R:1
N 1.96789 -0.05043 0.75960 -1.32 -0.37 -1.48 0.09
C 2.72476 -0.14542 1.61263 -0.03 -0.08 -0.01 -0.15
C 3.64288 -0.30331 2.66586 0.66 0.05 0.75 0.05
H 4.45509 0.41920 2.52675 0.08 -0.08 0.22 0.14
H 4.03616 -1.32932 2.66058 0.03 0.20 0.11 0.14
H 3.11032 -0.10744 3.60203 0.22 -0.01 0.15 0.14
N -1.44116 -2.31545 -0.61660 3.65 2.78 -0.34 0.10
C -2.29628 -3.05569 -0.56753 -1.56 -1.17 0.14 -0.10
C -3.38381 -3.95578 -0.49341 -0.34 -0.43 0.07 0.06
H -3.01240 -4.96896 -0.34553 0.00 -0.19 0.03 0.14
H -3.96111 -3.90296 -1.41134 -0.21 -0.03 -0.24 0.14
H -4.00649 -3.67013 0.34880 -0.27 0.00 0.24 0.14
N 0.67081 1.27100 -1.60717 0.01 -2.85 1.93 0.09
C 0.56493 2.15749 -2.30526 -0.15 1.39 -0.83 -0.14
C 0.41542 3.24654 -3.18630 0.04 0.66 -0.48 0.05
H -0.60760 3.61055 -3.11875 -0.16 0.21 -0.06 0.14
H 0.62442 2.91611 -4.20488 0.01 0.10 -0.13 0.13
H 1.11491 4.03393 -2.90231 0.02 0.19 -0.02 0.14
W 0.44644 -0.96537 -0.83812 -4.43 4.86 5.02 1.68
C -1.59533 0.50528 -0.54182 -1.81 1.06 -0.69 -0.04
O -2.53052 1.14055 -0.55047 2.02 -1.31 0.17 0.26
C -0.44291 -0.72338 1.48037 -0.90 -0.55 4.82 -0.02
O -0.76091 -0.71643 2.59204 1.34 0.10 -5.08 0.24
C 2.12982 -2.38224 -0.82952 3.02 -2.03 1.35 -0.12
C 2.71810 -1.25955 -1.39166 3.13 -0.04 1.46 -0.06
C 2.10407 -0.62260 -2.42288 2.73 2.05 -2.70 -0.11
C 0.99255 -1.16879 -3.00512 -0.52 1.25 -3.20 -0.08
C 0.47630 -2.32588 -2.51558 -2.04 -1.72 -3.58 -0.15
C 1.07400 -2.95682 -1.47509 0.13 -3.96 1.73 -0.13
H 2.65619 -2.90917 0.00324 -0.73 0.47 -0.59 0.20
H 3.71328 -0.89733 -1.01402 -1.26 -0.20 -0.23 0.20
H 2.68261 0.20825 -2.93254 -1.17 -0.66 0.85 0.21
H 0.56172 -0.67197 -3.88811 -0.02 -0.30 0.44 0.20
H -0.34674 -2.79680 -3.05863 0.00 0.19 0.32 0.19
H 0.69736 -3.91694 -1.10067 0.03 0.37 -0.14 0.19
C -0.28087 3.15028 1.67913 0.00 0.33 0.05 -0.12
O 0.95486 2.70803 1.09348 0.40 -0.44 0.29 -0.19
H -0.94286 3.38443 0.82577 0.16 0.02 0.57 0.08
H -0.11369 4.06943 2.28852 -0.39 -0.74 -0.41 0.12
H -0.71369 2.33045 2.28945 0.01 0.61 -0.10 0.07
H 1.64348 2.75289 1.77975 -0.37 0.26 -0.39 0.09
```
Positions in Å, forces in eV/Å.

Lowest unoccupied orbital energy (alpha / beta) = -16.61 / -17.50 eV
Spin multiplicity = 3
Total charge = +4
HOMO-LUMO gap (alpha / beta) = 4.59 / 3.70 eV
Energy relative to the best compared isomer or geometry (same formula, charge and spin) = 42.7 kcal per mole
E_HOMO (alpha / beta) = -21.20 / -21.20 eV
E_tot = -1038.20789 Ha


Below is an isolated molecule of C15H19N3O4, with properties calculated with wB97M-V/def2-TZVPD.

Geometry as XYZ:
```
41
Properties=species:S:1:pos:R:3:forces:R:3:lowdin_charge:R:1
C -2.68282 -3.24385 0.81945 -1.01 -0.05 -0.44 -0.05
C -1.35309 -2.51746 0.53651 -0.32 -1.50 0.94 -0.40
O -0.88820 -2.90858 -0.76535 -1.27 1.48 -0.25 -0.06
C -1.39782 -1.01397 0.75184 -0.32 2.94 -1.73 -0.24
N -1.97364 -0.55181 2.02412 0.13 -1.37 0.41 0.05
C -2.24264 -0.30701 -0.46637 1.41 -0.74 0.90 -0.37
O -2.88169 -0.95261 -1.28256 -0.01 0.14 0.39 0.05
N -2.14672 1.05568 -0.59343 0.12 0.39 0.10 0.13
C -1.08424 2.00745 -0.20929 -0.37 -1.40 0.22 -0.23
C 0.00526 2.10338 -1.27410 1.10 -0.45 -1.04 -0.07
C 0.90590 0.87378 -1.28237 0.21 3.67 1.26 -0.20
C 0.80988 -0.17753 -2.06021 -0.92 -2.96 -1.74 -0.07
N 1.77782 -1.11838 -1.74175 0.20 2.15 0.59 0.12
C 2.58186 -0.51625 -0.77179 0.84 -2.12 -0.25 -0.21
C 3.69689 -1.05736 -0.11854 0.06 -0.66 -0.84 -0.03
C 4.33771 -0.28790 0.79729 0.71 1.26 1.62 -0.10
C 3.91072 1.03133 1.12570 -1.42 -0.80 -0.41 -0.09
C 2.76484 1.52178 0.49849 1.23 0.60 0.63 -0.04
C 2.11582 0.74220 -0.47239 -1.42 0.56 -0.06 -0.13
C -1.68367 3.38058 -0.01341 -0.75 -0.31 -0.32 -0.49
O -2.57026 3.78945 -0.71734 0.61 0.06 0.58 0.14
O -1.13231 4.10597 0.97050 -0.31 0.64 -0.16 0.14
H -2.53351 -4.32521 0.64730 0.05 0.51 -0.12 0.08
H -3.06897 -3.16895 1.84888 0.38 0.36 -0.30 0.07
H -3.49214 -2.88303 0.13321 0.70 -0.33 0.57 0.09
H -0.67725 -2.98429 1.27916 0.27 0.51 -0.46 0.15
H -1.59674 -2.50188 -1.35430 1.15 -0.77 0.67 0.10
H -0.41312 -0.48201 0.63426 -0.22 -1.26 -0.21 0.13
H -1.40685 -0.91199 2.81430 -0.53 0.61 -0.69 0.10
H -2.04722 0.45548 2.05243 0.12 -0.06 0.14 0.06
H -2.72986 1.40330 -1.33778 -0.14 0.10 -0.22 0.14
H -0.64731 1.59981 0.71042 0.07 0.38 0.01 0.14
H -0.43963 2.21775 -2.27823 -0.16 -0.02 0.48 0.14
H 0.64383 3.00039 -1.16006 -0.36 -0.27 0.29 0.14
H 0.07233 -0.41585 -2.84686 0.45 0.25 0.68 0.15
H 1.81884 -2.03327 -2.11780 0.19 -0.60 -0.05 0.14
H 4.07958 -2.04749 -0.38249 -0.23 0.27 0.18 0.12
H 5.17454 -0.64954 1.39223 -0.04 -0.28 -0.42 0.10
H 4.29587 1.59655 1.97895 0.34 -0.28 -0.55 0.10
H 2.55009 2.55787 0.79787 -0.69 -0.50 -0.50 0.11
H -0.45205 3.61347 1.43353 0.17 -0.20 0.08 0.11
```
Positions in Å, forces in eV/Å.

Lowest unoccupied orbital energy = 0.17 eV
HOMO-LUMO gap = 8.66 eV
Structure (SMILES) = C[C@@H](O)[C@H](N)C(=O)N[C@@H](Cc1c[nH]c2ccccc12)C(=O)O
Energy relative to the best compared isomer or geometry (same formula, charge and spin) = 25.8 kcal per mole
E_HOMO = -8.49 eV
E_tot = -1048.23454 Ha


What is the E_tot in the second record?
-1313.52875 Ha